Entry 1:
{
  "formula": "C4H8BClS2",
  "method": "ωB97M-V with the def2-TZVPD basis set",
  "homo_energy_ev": [-5.12, -9.11],
  "gap_ev": [5.453, 7.155],
  "spin_multiplicity": 3,
  "species": ["B", "C", "C", "C", "C", "S", "S", "Cl", "H", "H", "H", "H", "H", "H", "H", "H"],
  "coordinates": [[0.4243, -1.8604, -0.4395], [0.2605, -0.6189, -1.0823], [-0.4551, 0.6190, -0.6791], [-3.0058, 0.4704, -0.3347], [-1.6745, 0.3373, 0.0505], [0.4954, -3.5546, 0.0412], [2.9483, 1.7803, 1.6866], [-4.1683, -0.0713, 0.7771], [4.0011, 2.4032, 2.1936], [1.0145, -0.3926, -1.8378], [0.2646, 1.1624, -0.1305], [-0.6530, 1.0853, -1.5658], [-3.1564, 1.0650, -1.2699], [-1.6043, -0.2679, 0.9309], [1.4819, -3.4860, 0.9312], [3.8268, 1.3288, 0.7287]],
  "forces_ev_per_a": [[-0.65, -2.33, 1.69], [1.50, 1.82, -0.99], [-0.39, -1.90, 0.24], [4.93, 1.17, -0.32], [-4.40, -0.70, 0.14], [-0.14, -0.80, -0.09], [0.72, -0.48, -0.91], [-0.95, 0.00, -0.24], [0.11, 0.40, 0.50], [-0.05, 0.39, -0.67], [0.84, 1.08, 0.82], [-0.51, 1.93, -2.31], [-0.95, -0.76, 0.98], [0.53, -0.07, 0.66], [0.26, 0.21, 0.09], [-0.84, 0.05, 0.39]],
  "lowdin_spin": [0.7485, 0.7123, 0.1220, -0.0029, 0.0332, 0.2488, 0.0032, 0.0003, 0.0002, 0.0679, 0.0273, 0.0114, 0.0003, 0.0130, 0.0145, 0.0001]
}

=====

Entry 2:
{
  "formula": "C4H8BN",
  "method": "ωB97M-V with the def2-TZVPD basis set",
  "homo_energy_ev": -10.91,
  "relative_energy_kj_mol": 198.4,
  "gap_ev": 11.056,
  "spin_multiplicity": 1,
  "smiles": "CB[C@@H](C)C#N",
  "species": ["C", "B", "C", "C", "C", "N", "H", "H", "H", "H", "H", "H", "H", "H"],
  "coordinates": [[1.4616, -1.5880, -0.0630], [0.3744, -0.5641, -0.6321], [-0.4753, 0.3311, 0.3818], [-0.6179, 1.8081, 0.0025], [-1.7370, -0.3162, 0.4200], [-2.8272, -0.7373, 0.2726], [1.2116, -1.7073, 1.1027], [2.5634, -1.3430, -0.2150], [1.5611, -2.6258, -0.5489], [0.3564, -0.2814, -1.7585], [-0.0621, 0.3435, 1.3713], [-1.6226, 2.2455, 0.2003], [0.1067, 2.3050, 0.5865], [-0.2931, 2.1299, -1.1202]],
  "forces_ev_per_a": [[-0.01, -1.35, 1.53], [1.98, -0.18, 0.86], [0.64, 0.29, -0.76], [-0.13, 1.25, -3.01], [-4.51, -1.44, -0.74], [2.97, 0.85, 0.60], [1.04, -0.08, -2.47], [-1.37, 0.61, 0.42], [-0.93, 1.29, 0.65], [-0.41, -0.01, -0.79], [0.36, -0.48, 0.63], [0.75, -0.45, -0.12], [0.64, 0.93, 0.77], [-1.02, -1.23, 2.42]],
  "nbo_charge": [-1.0349, 0.7293, -0.6885, -0.5735, 0.2944, -0.3247, 0.2222, 0.2757, 0.2650, -0.0836, 0.2587, 0.2326, 0.2111, 0.2164]
}

=====

no.,E (eV)
1,-39141.3565
2,-6442.5131